C28H23N4O6PbS | the ωB97M-V functional and the def2-TZVPD basis

XYZ file:
```
63
Properties=species:S:1:pos:R:3
H -4.521 -0.783 -0.587
H -2.078 0.579 4.834
C -1.400 0.509 -2.344
H 1.958 2.442 0.040
H 2.548 0.593 3.581
C -2.969 -3.427 1.074
O 4.798 -1.653 2.326
C -2.196 0.384 3.777
H -0.138 0.747 3.251
H 4.977 0.700 2.309
H 2.193 3.101 -2.375
H -4.274 -0.203 3.907
O 4.713 0.406 -1.444
C 1.318 1.025 -4.880
O 2.707 -1.541 1.607
H -0.366 -0.297 -4.725
N 0.532 1.926 -2.381
C -1.556 -3.250 -0.803
H 2.954 2.409 -4.648
C 1.632 2.374 -2.951
C -3.940 -4.090 0.360
C -2.551 0.300 -3.109
N -1.224 0.320 1.603
H 1.618 0.685 -5.866
C 3.681 0.502 -0.781
H -3.072 -3.189 2.122
C -3.687 -0.207 -2.455
H -4.842 -4.415 0.858
H 4.694 1.941 0.399
C -2.434 0.001 1.049
H 4.363 2.686 3.418
H -4.449 -4.870 -1.586
C 3.062 3.362 1.767
O 1.836 1.420 1.823
H -4.478 -0.601 1.493
C -3.428 -0.036 3.247
C 2.584 2.181 0.891
N -1.359 0.334 -1.038
C -1.130 0.497 2.898
H -2.552 0.486 -4.174
C 2.890 1.192 2.736
S -0.096 -2.755 -1.533
C 0.200 0.499 -4.262
O -0.919 -2.519 1.313
H 2.691 3.032 3.900
N -1.797 -3.045 0.535
C -3.662 -0.377 -1.101
O 2.542 0.109 -1.145
C 3.810 1.310 0.557
H -2.313 -4.068 -2.595
C 3.983 0.527 1.883
H -4.567 -0.472 -3.031
C -3.715 -4.349 -0.988
C -0.171 0.985 -3.006
H 2.274 4.112 1.869
C 3.816 -1.037 1.903
C 2.062 1.986 -4.209
Pb 0.746 -0.767 0.242
C -2.493 -0.033 -0.368
H 3.953 3.844 1.365
C 3.321 2.634 3.100
C -3.543 -0.244 1.901
C -2.536 -3.913 -1.551
```

net charge: -2
energy above the lowest of the compared OMol25 structures with the same formula, charge and spin: 13.2 kcal per mole
2S+1: 2
orbital gap (spin up / spin down): 4.192 / 6.326 eV
expectation value of S²: 0.774

=====

C28H24AlB4Br12O34V | the ωB97M-V functional and the def2-TZVPD basis

XYZ file:
```
104
Properties=species:S:1:pos:R:3
O 2.925 1.053 -8.092
O 3.075 3.856 -2.272
C -0.086 -3.434 6.061
H -4.342 -1.268 5.662
C 7.509 -1.383 -2.217
O 6.127 -0.266 -4.571
O 7.551 -2.225 -0.041
C 4.125 -2.147 0.338
C 1.113 2.489 -7.326
H -3.057 3.527 -0.838
B 4.799 0.321 -4.353
H -0.100 -2.862 3.907
O 3.698 1.225 -1.246
H -5.283 -1.602 2.366
Al 3.787 1.934 0.005
C -2.249 2.919 -2.626
C 2.462 3.292 -3.139
Br -3.762 -3.680 6.147
O 3.957 0.022 1.570
O 2.441 3.556 -4.427
V 2.081 -3.546 -1.817
C -7.088 1.666 0.246
C -4.585 -1.934 6.485
C 1.604 2.039 -2.929
O 4.794 1.170 -3.166
H -6.600 3.643 -0.558
C -6.034 -2.122 6.949
C -0.275 -3.693 4.584
O 0.557 2.723 -8.346
H 1.178 3.382 4.635
O -4.314 1.043 1.909
C 8.318 -2.230 -1.119
O -0.128 0.237 1.307
O 1.808 -0.110 0.196
C 0.033 3.374 2.851
O 3.011 -2.585 0.436
H -7.835 1.186 0.868
C 0.707 -0.417 0.539
H -1.333 -3.924 4.450
O -2.421 0.355 1.010
C -7.337 3.185 0.092
O 0.780 2.903 -6.123
C 4.617 -0.772 0.958
H -6.126 1.691 0.758
O 9.408 -2.611 -1.351
C 2.404 1.616 -7.164
C -5.899 -2.323 1.828
O 5.088 -2.617 -0.430
C 3.954 0.682 -2.284
O 7.964 -1.058 -3.269
Br -6.737 0.765 -1.461
H -2.715 3.803 -3.052
B 1.766 2.425 -5.114
C 0.738 2.620 3.997
O 6.337 -1.056 -1.729
Br -7.003 -3.268 5.789
C -2.583 -0.192 3.217
Br 1.310 4.059 1.527
O 7.820 0.165 -5.979
O 5.612 1.683 -7.381
Br -6.442 -3.820 -0.645
O 3.654 -0.641 -4.113
H -5.905 -3.213 2.455
O 2.520 -1.312 -2.277
H -1.605 2.389 -0.605
H -0.562 4.180 3.274
B 6.226 -1.677 -0.376
H -5.129 -1.723 -0.119
Br -3.321 1.284 -3.112
H -3.946 -1.581 7.295
Br -0.974 4.817 -1.125
C 0.018 -1.588 -0.071
O -2.960 -0.122 4.347
Br 2.227 1.480 3.395
H -5.998 -2.493 7.973
O 0.578 -2.373 -0.795
H 0.075 1.968 4.559
H -1.307 2.671 -3.108
Br -0.739 -1.594 6.489
C 6.682 0.228 -5.660
H -4.393 -3.164 0.563
O 1.163 1.607 -4.109
O -1.600 -0.990 2.750
B -1.353 -0.572 1.363
C -3.252 0.494 2.022
H -0.621 -4.213 6.596
O 1.401 1.527 -1.869
Br -7.717 -1.653 1.978
Br -7.319 4.098 1.838
O 2.329 -4.978 -1.034
O -1.187 -1.681 0.401
O 5.852 -0.633 0.575
Br 0.762 -5.235 3.933
C -5.332 -2.624 0.456
C 3.258 -0.558 -2.864
H -0.674 2.705 2.362
O 1.181 -3.819 -3.015
O 2.718 1.636 -5.920
H -6.580 -1.187 7.068
H 0.991 -3.530 6.193
C -2.052 3.230 -1.124
H -8.356 3.262 -0.279
O 4.524 1.013 -5.601
C 5.596 1.104 -6.335
```

orbital gap: 1.890 eV

=====

Question: What is the formula in the second record?
Answer: C28H24AlB4Br12O34V